122
Properties=species:S:1:pos:R:3:forces:R:3:lowdin_charge:R:1 method="wB97M-V/def2-TZVPD" spin_multiplicity=2 lumo_energy_ev="1.26 / 1.20" gap_ev="1.28 / 7.76" e_tot_ha=-5399.22254 total_charge=-1
S -16.875757 -22.821062 8.670661 0.591 0.202 -0.924 0.62
S -11.434929 -20.590724 1.536780 0.158 0.164 1.806 0.84
S -9.664822 -22.464057 5.905692 -1.384 -0.677 1.978 0.80
S -17.362581 -15.305099 4.803447 -0.501 -0.997 1.318 0.86
S -15.319301 -19.452430 4.350951 1.168 -1.949 -0.604 0.87
S -20.584746 -18.610092 5.140515 0.135 -2.125 -0.944 0.86
S -13.148760 -19.110030 10.572488 -0.989 1.409 -1.020 0.79
O -8.932787 -21.786054 7.021884 0.775 -0.002 -0.684 -0.58
O -14.968285 -25.879382 4.093432 -0.115 -0.835 -0.248 0.06
O -16.262474 -21.520779 8.091692 -0.559 -1.421 1.397 -0.64
O -21.889950 -19.199759 4.654046 0.363 1.254 -0.109 -0.59
O -18.341015 -17.853490 0.672714 2.469 1.475 1.976 0.12
O -8.262769 -16.988992 7.728829 1.738 0.484 1.748 0.07
O -8.942778 -14.850539 7.174399 1.084 -0.011 0.970 0.15
O -13.363352 -24.613197 3.290799 0.152 0.599 0.001 0.02
O -17.464625 -16.257827 6.012616 0.674 1.928 -1.785 -0.56
O -11.821464 -19.789611 2.764478 0.236 -0.209 -1.229 -0.58
O -12.544364 -17.732719 10.233189 -0.401 -2.138 0.176 -0.60
O -12.787531 -26.525086 4.396935 -1.468 1.404 -1.065 0.12
O -9.956880 -16.617427 6.430293 -1.180 -2.030 0.160 0.11
O -16.538320 -20.312086 4.020120 1.028 1.256 1.078 -0.55
O -16.194739 -18.433785 0.757872 -1.731 -0.208 0.125 0.09
O -16.709367 -16.416542 1.500912 -3.617 0.132 0.032 0.07
O -19.253798 -17.292068 7.622909 -0.344 2.716 -0.350 0.03
O -20.128449 -15.169437 7.431164 0.985 -2.318 1.419 0.09
O -20.511483 -16.471880 9.179852 -1.903 -0.340 3.507 0.10
C -13.944575 -20.716245 4.515007 0.129 1.568 0.098 -0.23
C -13.615038 -25.760889 3.940000 -0.290 -0.413 1.132 -0.55
C -15.800929 -14.259422 4.906366 -1.448 0.299 0.639 -0.22
C -11.263600 -22.850196 6.794274 0.279 -0.981 -1.235 -0.23
C -19.263120 -18.227308 8.631602 1.002 -3.203 -0.990 -0.39
C -19.648715 -17.689870 3.861933 -0.750 -0.066 -0.680 -0.27
C -17.203789 -17.572941 1.054262 -2.429 -1.905 -3.221 -0.49
C -14.977859 -18.832180 10.267667 0.416 -0.086 -0.110 -0.27
C -9.043230 -16.039966 7.172816 0.575 0.914 -1.118 -0.62
C -9.083724 -24.231090 5.707788 0.254 0.994 0.358 -0.23
C -15.194736 -18.822721 6.058334 -1.240 0.011 -0.083 -0.25
C -18.000015 -22.498113 10.118104 1.848 0.849 -0.205 -0.30
C -14.977201 -17.886142 1.091045 0.664 1.058 2.111 -0.38
C -9.764887 -20.009359 1.097148 0.667 -0.690 -0.178 -0.25
C -10.895490 -18.823204 6.204126 -0.453 -0.027 -0.111 -0.02
C -8.769360 -18.326884 7.497191 -0.278 1.331 -1.278 -0.07
C -18.620558 -13.937002 4.923505 0.296 0.191 -0.614 -0.24
C -12.722223 -20.228798 9.128436 0.233 1.060 0.180 -0.26
C -15.713278 -24.767425 3.543907 0.563 2.063 1.897 -0.26
C -20.227539 -17.791605 9.702311 0.945 -0.096 -0.763 -0.04
C -10.968387 -22.236806 2.216496 1.222 -0.041 -0.487 -0.24
C -17.863899 -18.592210 8.973025 0.266 0.376 0.950 -0.03
C -19.922897 -16.214488 8.060278 -0.545 2.128 -3.924 -0.57
C -10.117669 -17.894205 7.126647 -3.162 -0.961 -1.310 -0.32
C -15.367321 -16.447053 1.575643 3.204 -0.518 0.318 -0.12
C -19.509065 -20.133682 4.956688 -0.189 0.653 0.908 -0.23
C -14.015255 -18.048052 -0.001045 0.712 -0.107 -0.309 -0.02
C -14.603219 -23.999834 2.805392 0.097 -1.854 -0.085 -0.06
C -15.541074 -23.879884 9.470306 -0.832 0.564 0.097 -0.31
C -16.260431 -23.879288 4.712479 0.179 -0.970 0.188 -0.02
H -19.996871 -16.669487 3.701562 0.073 0.190 0.749 0.04
H -10.452731 -22.765162 1.414596 -0.560 -0.357 -0.377 0.05
H -20.182204 -20.963424 5.172340 -0.112 0.187 -0.026 0.04
H -18.761051 -20.091484 5.748395 0.315 -0.088 -0.214 0.03
H -13.591367 -21.000579 3.523799 -0.667 -0.467 0.137 0.01
H -18.705637 -13.533695 3.914444 1.080 0.505 -0.237 0.04
H -15.484316 -23.725299 5.462169 0.260 -0.050 -0.038 0.07
H -13.111492 -17.501262 0.267931 0.125 0.060 -0.281 0.09
H -19.686740 -14.155271 4.984395 0.307 -1.164 1.060 0.05
H -17.063709 -24.392677 5.240931 -0.074 -0.052 -0.077 0.08
H -15.410059 -18.384980 11.162827 0.179 -0.443 0.285 0.04
H -11.759553 -22.824593 2.681973 -0.420 0.322 -0.570 0.03
H -14.997323 -14.825980 5.376810 -0.090 -0.286 -0.525 0.05
H -18.322636 -13.197757 5.667054 -0.136 -0.067 -0.108 0.05
H -16.052408 -24.620413 10.085337 -0.242 0.214 0.303 0.01
H -13.068777 -20.170127 4.865493 -0.040 0.191 0.257 0.01
H -13.776620 -19.111043 0.033412 0.196 -0.004 -0.720 0.07
H -19.566008 -19.129487 8.100161 -0.900 -0.241 0.234 0.14
H -15.977253 -13.397248 5.549531 -0.122 -0.004 0.096 0.04
H -11.856874 -18.396764 5.917759 0.056 0.355 0.025 0.07
H -14.865096 -23.269069 10.068681 -0.122 0.049 0.038 0.01
H -11.168385 -19.790284 6.626467 0.421 0.029 0.408 0.05
H -8.710057 -24.625868 6.652577 -0.203 0.197 0.144 0.05
H -10.173390 -22.219123 2.961991 -0.076 0.930 0.300 0.02
H -8.827186 -18.997437 8.354587 0.760 0.302 -0.021 0.15
H -14.183049 -21.479890 5.255327 -0.397 -0.125 -0.350 0.05
H -15.952757 -18.039774 6.036320 -0.590 -0.205 0.476 0.00
H -11.101193 -23.128969 7.835433 0.490 0.459 0.000 0.05
H -9.875673 -24.871966 5.320239 0.060 0.194 -0.199 0.04
H -12.998626 -19.625757 8.263544 0.223 -0.043 -0.133 0.02
H -14.931946 -15.635668 0.992379 0.021 -0.047 -0.306 0.14
H -18.596708 -17.756454 4.139314 -0.112 0.142 0.047 0.02
H -8.312362 -18.712754 6.585945 0.621 -0.423 0.457 0.14
H -19.820250 -18.114629 2.872865 0.155 -0.622 0.119 0.05
H -11.999585 -22.054140 6.681545 0.238 0.042 -0.007 0.02
H -18.583973 -21.596332 9.934046 -0.534 -0.415 -0.671 0.01
H -17.949133 -19.600132 9.379158 0.779 0.034 0.069 0.07
H -15.061588 -16.292291 2.610374 0.129 -0.061 0.113 0.12
H -9.082331 -20.314824 1.890189 -0.092 0.333 0.220 0.05
H -11.617461 -23.768144 6.324953 -0.494 0.117 -0.175 0.03
H -13.071161 -21.251348 8.984462 -0.660 0.186 0.745 0.04
H -14.988607 -24.490743 8.756354 -0.047 0.469 -0.573 0.01
H -21.021643 -18.537179 9.742678 -0.828 0.889 -0.177 0.13
H -17.368790 -22.143663 10.932980 0.054 -0.644 0.394 0.02
H -15.634524 -13.876635 3.899443 0.334 -0.331 0.012 0.04
H -15.186177 -18.082116 9.504720 0.859 0.031 -0.306 0.04
H -9.692875 -18.941004 0.893345 -0.579 0.008 0.444 0.06
H -10.655860 -17.655967 8.044090 -0.419 -0.112 0.041 0.15
H -14.320878 -18.241797 6.353276 0.627 -0.472 -0.716 0.05
H -11.641784 -20.297833 9.254886 0.132 0.179 -0.283 0.03
H -14.628960 -22.938823 3.053798 0.224 -0.165 -0.568 0.11
H -9.375301 -20.475251 0.192012 -0.379 -0.354 -0.152 0.05
H -17.449341 -17.899624 9.705531 0.145 -0.057 0.149 0.09
H -14.632696 -24.356113 1.775690 -0.030 1.122 -0.371 0.13
H -14.595966 -18.444404 1.946091 0.091 0.145 0.178 0.10
H -14.434591 -17.725404 -0.954022 0.234 -0.068 -0.081 0.10
H -16.565071 -25.041897 2.921644 0.476 -0.608 -0.137 0.15
H -16.613420 -22.881797 4.450702 -0.011 -0.081 -0.556 0.07
H -10.363720 -19.022187 5.273675 0.192 0.099 0.017 0.09
H -18.547793 -23.421042 10.308464 -0.033 0.180 0.086 0.03
H -15.506635 -19.726654 9.938408 0.188 -0.268 0.355 0.02
H -19.048951 -20.256905 3.976280 -0.090 0.313 0.122 0.04
H -19.787105 -17.776281 10.699243 0.100 0.578 -0.081 0.13
H -8.232445 -24.127162 5.035014 -0.119 -0.292 -0.168 0.03
H -15.387481 -19.624777 6.770839 -0.235 0.041 0.106 0.03
H -17.257576 -18.539135 8.068791 -0.033 -0.381 0.111 0.08

***

113
Properties=species:S:1:pos:R:3:forces:R:3:lowdin_charge:R:1 method="wB97M-V/def2-TZVPD" de_lowest_kcal_mol=129.90 lumo_energy_ev=3.12 gap_ev=3.78 e_tot_ha=-8323.81713 total_charge=-2
Rb 0.387797 1.929002 -0.580939 -0.969 -0.179 0.467 0.72
Br 5.549396 -1.749407 3.513462 0.968 -0.157 1.019 0.75
Br 6.450334 -1.133652 -3.525469 1.019 -0.335 -0.694 0.78
S 1.056016 -1.456212 -3.053449 -0.056 -0.309 -0.225 0.76
Si 3.696816 5.220085 -0.618905 -0.184 -0.301 1.758 0.45
O -2.581924 2.210377 -1.131642 -0.064 1.837 0.201 -0.14
O -1.637595 4.049722 -0.173165 -1.084 -0.829 -0.994 -0.14
N 1.280599 -3.806118 -4.411895 0.448 1.349 2.566 -0.24
N 2.940959 0.996289 -1.635789 0.806 -0.691 1.763 0.05
N 0.212970 1.626222 2.900084 -0.109 -1.845 1.199 0.11
N -1.474710 -0.976562 1.800340 1.217 1.349 0.835 0.07
N -1.431439 -4.152132 2.386179 2.033 0.769 1.128 -0.10
N -0.311749 -3.579568 2.930822 -0.516 -2.618 1.957 0.12
N -0.192233 -2.397422 -5.298726 -1.062 0.930 -0.517 -0.24
N -0.155288 0.911093 4.090590 1.625 1.184 0.062 -0.07
N 2.170083 -0.501547 0.770397 0.423 -0.689 -0.338 0.16
C 0.695905 -2.540661 -4.239708 0.261 -1.853 -1.640 -0.81
C -1.761146 -1.987158 1.006593 -0.951 0.065 0.565 -0.25
C -1.509484 -0.531607 5.469294 -0.560 0.671 -2.959 -0.05
C -1.923217 -0.684617 3.054281 0.387 -1.156 0.627 -0.20
C -3.637332 -3.457201 -0.535907 0.849 -2.012 1.008 -0.32
C -2.931651 -4.067698 0.541132 -0.897 0.136 -0.595 -0.02
C -3.093696 -2.290623 -1.027761 0.056 0.406 -0.130 -0.10
C 1.924023 -1.224796 1.875630 -1.985 1.438 -0.694 -0.10
C 2.817873 3.999795 0.484840 1.866 1.711 -2.045 -0.23
C 2.332524 6.330304 -1.283970 0.626 1.504 0.185 -0.21
C 3.426949 -0.143640 0.507171 -0.516 -0.076 2.410 -0.26
C 4.697747 4.433996 -2.034291 -0.144 0.240 -0.468 -0.20
C 1.544631 -4.433684 -5.673858 -1.020 -0.161 -0.470 -0.09
C 5.029321 -0.151258 -1.340292 -0.928 -0.477 -1.690 -0.05
C -3.054153 -1.081136 7.280049 -0.113 2.218 -0.360 -0.08
C -2.145545 -1.590388 -0.331661 0.186 -0.352 -0.164 -0.02
C -2.593061 3.449286 -0.784638 3.844 -1.550 0.968 -0.66
C -3.718854 -1.172062 4.738351 0.403 -0.519 -0.005 -0.09
C 3.793870 0.254033 -0.813424 -0.021 2.131 -4.155 -0.19
C -1.354045 -3.367284 -5.428022 0.320 2.173 0.863 -0.03
C 1.348067 2.485963 4.659391 0.760 -1.156 1.133 -0.09
C 3.322062 1.409671 -2.836143 0.734 -0.137 1.293 -0.19
C 4.114620 -1.055424 2.566323 0.154 0.035 -0.544 -0.71
C -5.101556 6.178733 -0.768948 -0.999 1.311 0.524 -0.13
C -3.228264 -1.131997 3.424487 -0.054 -0.560 0.193 -0.04
C 4.477696 0.946436 -3.446487 0.885 -0.807 0.011 -0.11
C -6.168421 5.549575 -1.373186 0.037 0.186 -0.177 -0.13
C 4.426939 -0.248875 1.485018 -0.217 -0.268 -0.241 -0.07
C -4.738306 -4.216218 -1.246368 -0.398 -0.109 2.095 -0.09
C 0.571007 1.471830 5.183165 -0.453 -0.214 -2.623 -0.09
C -1.761520 -5.346863 2.967384 0.009 0.877 0.434 -0.08
C -3.755208 4.268826 -1.083524 -1.334 -0.333 0.271 -0.16
C 4.960376 6.061779 0.600501 0.286 1.262 -0.597 -0.22
C -3.910553 5.544913 -0.575068 1.624 0.232 0.057 -0.03
C 1.173153 2.447188 3.238191 -1.391 0.195 3.271 -0.24
C -5.990774 4.256764 -1.826432 -1.920 -0.285 -0.849 -0.12
C -1.161643 -0.077180 4.165524 -0.709 -0.460 -0.133 -0.10
C 1.958443 -4.364472 -3.244175 1.567 0.389 -1.297 -0.09
C 2.120761 3.324701 1.217695 1.658 1.002 -4.272 -0.20
C 5.248042 0.008778 -2.734288 -1.592 1.597 1.544 -0.71
C 2.861350 -1.579352 2.793485 1.140 -1.316 1.287 -0.10
C -2.776553 -0.974708 5.754063 -0.940 -0.610 1.797 -0.32
C -0.543458 -1.017833 -5.695081 -0.618 -1.162 1.375 -0.09
C -1.950281 -3.428839 1.316952 -2.153 0.820 -2.487 -0.15
C -4.808906 3.597050 -1.682342 0.916 -0.327 0.034 -0.03
C 0.016375 -4.440585 3.958038 -1.364 1.265 -2.316 -0.15
C -0.869192 -5.535786 4.010670 0.948 0.644 0.242 -0.11
H -1.592943 -3.555163 -6.462483 0.433 -0.472 -0.502 0.07
H -0.769801 -0.973176 -6.728515 -0.092 -0.150 -1.252 0.06
H -5.297606 7.178693 -0.386755 0.345 0.007 0.023 0.09
H -1.851466 -0.616235 -0.726409 0.012 -0.167 0.551 0.09
H 4.045977 4.388838 -2.924085 0.213 0.076 0.163 0.02
H 0.825460 -4.155764 4.581839 0.537 -0.071 0.480 0.07
H -0.773575 -0.588015 6.206206 0.964 0.622 1.215 0.07
H -3.501564 -1.912295 -1.952320 0.022 0.388 -0.221 0.10
H -3.701238 -0.197824 7.589374 0.429 -0.966 -0.353 0.08
H -3.039073 6.008680 -0.067113 -0.781 -0.410 -0.348 0.13
H 2.722551 7.014310 -2.088093 -0.533 -0.711 0.391 0.03
H -1.176224 -4.261752 -4.823681 -0.119 0.263 -0.295 0.09
H -4.559273 2.553120 -1.932635 -0.573 0.579 -0.079 0.12
H 4.896895 3.399296 -1.775367 0.224 -0.191 0.129 0.00
H 2.755087 2.237019 -3.252279 -0.259 -0.372 -0.296 0.12
H 2.323104 -5.334773 -3.589940 -0.072 -0.151 0.542 0.07
H 5.419934 0.192257 1.376607 -0.342 -0.298 -0.095 0.11
H 1.192391 -3.713978 -6.441463 0.109 -0.943 0.193 0.09
H 1.313383 -4.428449 -2.400810 -0.567 -0.155 0.651 0.07
H 0.869763 -1.409554 2.041536 -0.120 -0.346 -0.054 0.08
H -0.786890 -6.268500 4.800299 -0.437 -0.292 -0.370 0.07
H 0.611854 0.983460 6.126956 -0.361 0.024 0.573 0.08
H 5.786673 5.329616 0.628416 -0.364 0.120 0.596 0.01
H 5.653237 4.913599 -2.348924 -0.670 -0.132 0.407 0.03
H -4.390458 -4.773576 -2.077467 0.360 -0.771 -0.941 0.04
H -3.766053 -1.648065 2.618418 -0.125 0.585 0.285 0.11
H -1.457715 -0.735804 -5.166085 0.104 0.426 0.168 0.09
H 4.491810 6.281518 1.587418 0.389 -0.706 -0.588 0.02
H 2.127142 3.031618 5.255364 -0.948 -0.478 -0.809 0.08
H 0.981553 -5.397546 -5.646641 0.254 0.520 -0.763 0.09
H 2.848543 -3.749193 -2.955155 -0.637 -0.393 -0.187 0.08
H 5.483920 7.041825 0.339090 -0.785 -1.063 -0.212 0.02
H -2.109229 -0.852457 7.819202 -0.483 -0.559 -0.241 0.06
H 2.594375 -4.689059 -5.876567 0.008 0.315 0.446 0.08
H -5.225659 -4.904226 -0.500202 0.463 0.348 -0.798 0.08
H 2.013130 7.024865 -0.459670 0.127 -0.755 -0.597 0.04
H -3.237154 -5.100107 0.791700 0.221 0.539 -0.007 0.09
H 2.722564 -2.335958 3.628127 -0.178 1.262 -1.227 0.12
H -2.250699 -2.786999 -5.085378 0.552 -0.747 0.273 0.09
H -2.658348 -5.900984 2.734489 0.158 0.189 -0.196 0.10
H 1.461788 5.744045 -1.591559 0.159 0.180 -0.109 0.03
H -3.529832 -1.957555 7.683792 -0.098 -0.631 -0.109 0.04
H 5.676467 -0.837554 -0.834237 0.148 -0.127 0.465 0.09
H 0.261756 -0.345985 -5.460950 0.230 0.205 0.177 0.06
H -6.841100 3.770517 -2.304388 0.094 -0.079 0.066 0.09
H 1.698795 2.971778 2.300075 -1.248 -0.806 2.070 -0.16
H -5.536945 -3.577977 -1.585783 -0.259 0.509 -0.218 0.06
H -4.743961 -1.530229 4.988722 0.844 0.359 -0.360 0.10
H -7.102630 6.101146 -1.484689 0.100 -0.347 -0.052 0.09
H 4.786339 1.304706 -4.422540 -0.179 -0.300 -0.048 0.10